No. 1
114
Properties=species:S:1:pos:R:3:mulliken_charge:R:1 method="wB97M-V/def2-TZVPD" charge=+1 molar_mass_g_mol=915.57 max_force_ha_per_bohr=0.0538 e_homo_ha=-0.420 lumo_ev=-2.62 orbital_gap_ev=8.820
C -5.41 2.90 2.29 -0.941
C -3.87 2.75 2.62 0.118
O -3.12 3.96 2.34 -0.412
P -2.57 3.98 0.76 1.065
O -3.55 3.38 -0.20 -0.700
C -1.01 2.97 0.68 -0.328
C -0.23 3.12 -0.69 -1.350
C -0.72 2.13 -1.81 -0.386
C -0.58 0.63 -1.45 -0.252
C 0.23 0.01 -0.43 0.409
O 1.11 0.58 0.47 -0.521
N 0.01 -1.38 -0.49 1.061
C 0.69 -2.37 0.38 0.178
C 2.06 -2.73 -0.37 -0.388
P 3.43 -3.18 0.83 1.042
O 3.99 -1.90 1.36 -0.564
O 4.60 -3.90 -0.11 -0.483
C 5.87 -3.97 0.61 0.388
C 6.82 -2.80 0.17 -1.201
O 2.94 -4.27 1.98 -0.380
C 3.12 -3.76 3.33 0.075
C 1.88 -2.92 3.83 -0.849
C -0.91 -1.65 -1.49 -0.249
C -1.40 -3.09 -1.79 -1.011
C -2.37 -3.69 -0.71 -0.612
C -3.67 -2.87 -0.46 0.072
F -4.28 -2.43 -1.65 -0.360
Br -3.38 -1.31 0.76 0.066
C -4.79 -3.78 0.26 0.650
F -4.97 -4.98 -0.38 -0.212
F -6.01 -3.13 0.23 -0.196
Br -4.32 -3.97 2.16 -0.097
N -1.25 -0.45 -2.08 0.537
C -2.18 -0.40 -3.22 -0.382
C -1.36 -0.85 -4.53 -0.912
O -2.34 5.58 0.39 -0.420
C -3.35 6.37 1.10 0.002
C -3.51 7.81 0.46 -1.202
H -6.00 2.46 3.15 0.345
H -5.65 2.29 1.37 0.231
H -5.67 3.98 2.14 0.223
H -3.79 2.55 3.73 0.414
H -3.41 1.86 2.10 -0.199
H -0.31 3.35 1.48 0.482
H -1.27 1.92 0.96 0.001
H 0.87 2.92 -0.49 0.407
H -0.37 4.15 -1.08 0.553
H -1.82 2.34 -1.96 0.135
H -0.18 2.36 -2.77 0.486
H 0.89 0.19 1.34 0.273
H 0.89 -1.95 1.40 -0.673
H 0.13 -3.33 0.47 0.153
H 2.40 -1.78 -0.87 0.334
H 1.93 -3.56 -1.11 0.240
H 6.36 -4.94 0.32 0.481
H 5.67 -3.97 1.71 -0.360
H 7.77 -3.25 -0.23 0.351
H 6.40 -2.15 -0.64 0.271
H 7.12 -2.17 1.06 0.278
H 3.15 -4.67 4.00 0.214
H 4.10 -3.24 3.49 0.123
H 1.81 -1.92 3.34 -0.033
H 0.95 -3.54 3.69 0.274
H 2.05 -2.76 4.95 0.444
H -1.81 -3.12 -2.83 0.311
H -0.48 -3.74 -1.80 0.366
H -1.84 -3.87 0.26 0.301
H -2.67 -4.72 -1.08 0.506
H -3.03 -1.12 -3.15 0.098
H -2.62 0.61 -3.39 0.405
H -0.26 -0.87 -4.32 0.254
H -1.65 -1.90 -4.80 0.279
H -1.54 -0.18 -5.41 0.345
H -4.37 5.89 1.07 0.149
H -3.08 6.52 2.18 0.285
H -3.67 7.78 -0.65 0.296
H -4.42 8.29 0.92 0.362
H -2.65 8.48 0.75 0.308
C -2.76 4.11 -4.60 -0.228
O -2.64 4.99 -3.49 -0.398
H -2.32 4.58 -5.47 0.119
H -2.23 3.17 -4.39 -0.002
H -3.82 3.90 -4.79 0.301
H -3.03 4.55 -2.73 0.224
C 4.09 -3.09 7.66 -0.592
O 3.64 -2.35 6.53 -0.376
H 3.23 -3.50 8.18 0.262
H 4.74 -3.91 7.33 0.189
H 4.65 -2.44 8.33 0.268
H 4.43 -2.00 6.09 0.290
C -0.81 7.49 -6.45 -0.506
O -1.84 8.06 -5.64 -0.503
H -0.52 8.22 -7.21 0.263
H 0.05 7.25 -5.83 0.230
H -1.19 6.59 -6.95 0.205
H -2.08 7.39 -4.98 0.300
C -3.07 -0.97 -8.22 -0.561
O -3.16 0.26 -7.51 -0.478
H -2.19 -0.93 -8.86 0.224
H -2.96 -1.80 -7.52 0.228
H -3.96 -1.11 -8.84 0.301
H -3.95 0.20 -6.95 0.282
C 4.61 0.82 4.88 -0.582
O 5.32 -0.41 4.89 -0.517
H 5.00 1.46 5.68 0.270
H 4.74 1.32 3.92 0.287
H 3.55 0.64 5.06 0.229
H 4.95 -0.95 4.18 0.269
C 5.70 -6.30 3.52 -0.324
O 5.83 -5.41 4.62 -0.499
H 6.16 -5.84 2.64 -0.019
H 6.20 -7.24 3.74 0.354
H 4.64 -6.48 3.32 0.233
H 5.42 -5.84 5.38 0.287

***

No. 2
84
Properties=species:S:1:pos:R:3:mulliken_charge:R:1 method="wB97M-V/def2-TZVPD" charge=-1 molar_mass_g_mol=606.10 max_force_ha_per_bohr=0.0656 e_homo_ha=-0.062 e_above_lowest_kcal_mol=0.00 lumo_ev=2.59 orbital_gap_ev=4.261
Al 0.01 0.82 0.38 0.137
Cl 0.86 -0.66 1.62 -0.461
P 0.03 0.85 -2.11 1.205
C -1.29 0.02 -0.82 0.163
H -1.29 -1.02 -1.22 -0.704
H -2.33 0.32 -0.49 0.484
C 1.94 0.99 -2.52 0.530
C -0.55 2.58 -2.43 0.395
C 2.39 1.13 -4.00 -0.740
H 2.24 1.92 -2.02 0.203
C 3.91 1.38 -4.11 -1.136
H 2.17 0.19 -4.52 0.321
H 1.86 1.94 -4.52 0.136
C 4.73 0.33 -3.35 -0.767
H 4.19 1.38 -5.17 0.423
H 4.14 2.39 -3.72 0.354
C 4.21 0.06 -1.93 -0.909
H 4.76 -0.61 -3.93 0.308
H 5.77 0.68 -3.28 0.401
C 2.69 -0.17 -1.88 -0.379
H 4.72 -0.81 -1.51 0.428
H 4.43 0.92 -1.29 0.306
H 2.43 -1.10 -2.42 0.176
H 2.37 -0.33 -0.84 -0.203
C -0.50 -0.27 -3.51 -0.334
C -2.07 2.44 -2.49 -0.341
H -0.27 3.10 -1.49 -0.239
C -2.85 3.76 -2.62 -1.055
H -2.32 1.75 -3.31 0.289
H -2.44 1.95 -1.59 -0.286
C -2.21 4.74 -3.59 -0.708
H -3.85 3.50 -2.95 0.409
H -2.96 4.19 -1.61 0.314
C -0.70 4.87 -3.41 -0.898
H -2.43 4.42 -4.62 0.304
H -2.68 5.72 -3.45 0.397
C 0.00 3.50 -3.55 -0.710
H -0.29 5.58 -4.15 0.403
H -0.44 5.27 -2.42 0.313
H -0.23 3.07 -4.54 0.158
H 1.09 3.63 -3.50 0.293
C 0.16 -1.65 -3.50 -0.671
H -1.54 -0.43 -3.23 1.019
C -0.60 -2.65 -4.41 -0.805
H 1.19 -1.57 -3.88 0.322
H 0.20 -2.06 -2.48 -0.059
C -0.81 -2.11 -5.83 -0.867
H -0.06 -3.60 -4.46 0.406
H -1.57 -2.89 -3.96 0.288
C -1.42 -0.70 -5.80 -1.027
H 0.15 -2.09 -6.37 0.338
H -1.47 -2.78 -6.39 0.460
C -0.54 0.24 -4.97 0.001
H -1.54 -0.31 -6.82 0.366
H -2.43 -0.73 -5.36 0.404
H 0.48 0.21 -5.39 0.207
H -0.89 1.27 -5.05 -0.188
C -0.27 -3.96 -0.40 -0.205
C -1.53 -3.48 -0.59 -0.078
H 0.36 -4.17 -1.28 0.387
C -2.39 -3.06 0.57 -0.588
H -1.98 -3.47 -1.60 0.323
C -1.69 -3.08 1.94 -0.143
H -2.77 -2.05 0.37 0.149
H -3.30 -3.67 0.63 0.435
C -0.80 -4.30 2.04 -0.906
H -1.11 -2.16 2.03 -0.189
H -2.44 -3.08 2.76 0.329
C 0.31 -4.21 0.98 -0.531
H -0.36 -4.36 3.06 0.364
H -1.40 -5.19 1.84 0.329
H 0.99 -3.40 1.29 0.105
H 0.90 -5.13 1.05 0.382
F -1.31 1.77 2.31 -0.303
C -0.38 2.80 2.12 -0.052
C 0.38 2.67 0.96 0.498
C 1.26 3.70 0.62 0.247
F 2.00 3.65 -0.54 -0.319
C 1.39 4.82 1.48 0.039
F 2.24 5.81 1.13 -0.315
C 0.68 4.87 2.69 0.422
F 0.93 5.88 3.57 -0.313
C -0.23 3.85 3.01 0.061
F -0.88 3.85 4.18 -0.301

***

No. 3
190
Properties=species:S:1:pos:R:3:mulliken_charge:R:1 method="wB97M-V/def2-TZVPD" charge=+4 molar_mass_g_mol=983.60 max_force_ha_per_bohr=0.0728 e_homo_ha=-0.626 e_above_lowest_kcal_mol=65.34 lumo_ev=-7.54 orbital_gap_ev=9.491
C 15.35 11.60 14.94 -1.255
C 15.21 13.03 14.93 0.765
C 14.95 13.63 16.32 1.943
C 16.03 13.54 17.42 -1.320
N 16.06 14.66 18.56 0.606
C 16.41 16.02 17.88 0.105
C 15.43 17.02 18.43 -1.158
C 14.15 16.21 18.80 0.417
C 14.64 14.86 19.28 -0.266
C 17.12 14.27 19.61 -1.033
C 17.34 15.32 20.68 0.220
C 18.54 14.98 21.43 -1.582
H 15.56 11.17 13.96 0.341
H 14.43 11.12 15.29 -0.136
H 16.09 11.28 15.67 0.521
H 14.53 13.43 14.18 -0.400
H 16.12 13.55 14.61 0.184
H 14.04 13.17 16.72 -0.817
H 14.54 14.64 16.35 -1.277
H 16.98 13.65 16.90 0.443
H 16.10 12.56 17.89 0.521
H 17.48 16.20 17.97 0.543
H 16.23 15.85 16.82 -0.592
H 15.94 17.50 19.27 0.532
H 15.24 17.86 17.75 0.514
H 13.66 16.78 19.59 0.794
H 13.53 16.11 17.91 -0.684
H 14.76 14.76 20.36 0.399
H 13.94 14.08 18.97 -0.217
H 18.05 14.04 19.10 0.433
H 16.69 13.41 20.13 0.552
H 16.56 15.34 21.45 0.279
H 17.33 16.34 20.29 0.120
H 18.58 15.55 22.36 0.407
H 19.42 15.24 20.84 0.371
H 18.63 13.92 21.67 0.360
C 19.58 17.10 14.15 -1.427
C 18.43 16.05 14.13 -0.323
C 18.00 15.73 12.70 -0.024
C 17.01 16.80 12.09 -0.419
N 16.66 16.53 10.54 0.276
C 17.85 17.12 9.77 -0.525
C 17.76 18.62 9.86 -0.828
C 16.23 18.92 10.16 -0.685
C 15.56 17.54 10.10 -0.129
C 16.35 15.02 10.16 -1.545
C 15.02 14.52 10.80 1.268
C 14.91 12.99 11.03 -1.075
H 20.36 16.67 13.53 0.379
H 19.96 17.25 15.16 0.415
H 19.35 18.05 13.67 0.285
H 17.69 16.37 14.86 -0.143
H 18.87 15.17 14.59 0.569
H 17.46 14.79 12.76 -0.183
H 18.86 15.53 12.07 0.495
H 17.37 17.81 12.29 0.925
H 16.11 16.69 12.68 -0.417
H 17.53 16.73 8.80 0.550
H 18.79 16.68 10.09 0.458
H 18.07 19.15 8.96 0.415
H 18.41 19.09 10.60 0.308
H 15.85 19.60 9.39 0.444
H 16.10 19.44 11.10 0.365
H 15.34 17.45 9.04 0.458
H 14.64 17.41 10.66 -0.228
H 17.23 14.45 10.47 0.352
H 16.22 14.95 9.08 0.597
H 14.12 14.88 10.31 0.315
H 14.91 15.00 11.77 -0.700
H 14.58 12.46 10.14 0.423
H 14.30 12.62 11.85 -0.300
H 15.88 12.62 11.35 0.618
C 7.77 12.67 14.12 -0.810
C 7.63 13.46 15.43 -1.136
C 8.93 14.08 16.02 3.739
C 8.52 15.06 17.12 -2.431
N 9.55 15.92 17.82 0.751
C 10.14 16.97 16.93 0.150
C 9.12 18.16 16.87 -0.832
C 8.41 18.02 18.24 -0.774
C 8.97 16.86 18.95 -0.720
C 10.70 14.94 18.35 0.271
C 10.16 13.95 19.34 -0.337
C 11.26 13.16 19.90 -1.400
H 8.47 11.84 14.17 -0.120
H 8.13 13.35 13.34 0.141
H 6.79 12.23 13.96 0.523
H 7.11 12.79 16.11 0.483
H 6.86 14.21 15.23 0.461
H 9.41 14.67 15.23 -0.824
H 9.63 13.32 16.35 -1.430
H 7.97 14.56 17.91 0.308
H 7.85 15.81 16.71 0.810
H 11.10 17.31 17.32 0.728
H 10.24 16.60 15.91 -0.514
H 9.59 19.14 16.78 0.402
H 8.45 17.95 16.04 0.341
H 8.47 18.97 18.77 0.410
H 7.34 17.89 18.06 0.329
H 9.79 17.22 19.57 0.411
H 8.27 16.29 19.54 0.500
H 11.54 15.45 18.82 0.465
H 11.07 14.55 17.40 -0.477
H 9.38 13.34 18.87 0.266
H 9.66 14.48 20.15 0.335
H 12.13 13.69 20.30 0.337
H 11.59 12.60 19.03 0.195
H 10.96 12.42 20.64 0.441
C 9.21 8.41 14.49 -0.281
C 8.65 8.29 13.04 -1.731
C 9.28 9.26 12.02 0.476
C 10.79 9.00 11.77 -0.997
N 11.42 9.43 10.45 0.852
C 11.36 11.03 10.26 1.358
C 10.77 11.22 8.85 -0.190
C 9.82 10.11 8.71 -0.822
C 10.54 8.90 9.34 -0.903
C 12.92 8.97 10.35 -1.092
C 13.84 9.33 11.51 0.907
C 15.29 9.26 11.13 -1.524
H 10.24 8.12 14.30 0.263
H 8.71 7.72 15.17 0.442
H 9.15 9.37 14.99 -0.099
H 7.58 8.51 12.99 0.541
H 8.78 7.28 12.65 0.453
H 9.15 10.28 12.39 -0.261
H 8.64 9.08 11.15 0.400
H 10.98 7.95 11.98 0.712
H 11.43 9.51 12.50 -0.059
H 12.36 11.44 10.38 -0.857
H 10.82 11.60 11.01 -0.717
H 11.56 11.12 8.10 0.413
H 10.17 12.12 8.72 0.191
H 9.58 10.03 7.65 0.553
H 8.92 10.44 9.23 0.276
H 11.28 8.49 8.65 0.604
H 9.98 8.01 9.61 0.298
H 13.33 9.42 9.44 0.370
H 12.74 7.92 10.13 0.597
H 13.64 8.78 12.43 0.267
H 13.62 10.34 11.86 -0.382
H 15.54 8.45 10.44 0.366
H 15.98 9.28 11.97 0.382
H 15.36 10.12 10.46 0.303
C 9.90 14.52 10.56 -1.939
C 11.08 15.30 11.19 1.930
C 11.33 16.62 10.43 -0.947
O 11.93 16.35 9.24 -0.305
C 12.03 17.38 8.31 -0.943
N 10.68 15.61 12.68 0.685
H 10.87 14.78 13.22 -0.885
H 11.26 16.34 13.07 0.149
H 9.71 15.87 12.75 0.519
H 8.95 15.05 10.54 0.518
H 9.63 13.58 11.05 0.363
H 10.16 14.36 9.51 0.448
H 11.92 14.60 11.19 -0.979
H 12.08 17.19 10.99 0.376
H 10.49 17.29 10.30 0.656
H 12.67 17.17 7.45 0.292
H 12.46 18.26 8.79 0.374
H 11.04 17.71 8.00 0.365
C 10.16 10.63 17.60 -0.349
C 11.07 9.45 17.66 0.335
C 10.24 8.17 17.82 -1.014
O 9.62 7.92 19.07 -0.400
C 10.50 7.52 20.11 -0.687
N 11.95 9.24 16.47 0.425
H 11.56 9.57 15.59 -0.616
H 12.66 9.95 16.59 0.263
H 12.42 8.35 16.39 0.458
H 9.36 10.50 16.87 0.395
H 10.64 11.51 17.19 -0.631
H 9.75 10.87 18.58 0.601
H 11.77 9.57 18.49 0.352
H 10.83 7.28 17.61 0.745
H 9.45 8.16 17.07 -0.020
H 11.24 8.29 20.34 0.264
H 10.88 6.53 19.84 0.326
H 9.81 7.39 20.95 0.290
O 14.55 17.08 15.19 -0.329
C 13.43 16.67 14.56 -0.303
O 13.41 17.04 13.40 -0.825
O 12.63 15.94 15.19 0.018
H 14.76 17.73 14.52 0.232
O 11.91 13.12 15.36 1.907
C 11.68 12.36 14.29 -0.819
O 11.29 11.19 14.42 0.392
O 11.91 12.86 13.19 0.180
H 12.37 13.91 15.06 -1.566

***

No. 4
11
Properties=species:S:1:pos:R:3:mulliken_charge:R:1 method="wB97M-V/def2-TZVPD" charge=-1 molar_mass_g_mol=63.08 max_force_ha_per_bohr=0.0367 e_homo_ha=-0.121 e_above_lowest_kcal_mol=10.77 lumo_ev=4.41 orbital_gap_ev=7.705
O 0.06 -0.33 -2.23 -1.017
H 1.03 -0.24 -2.18 0.187
C -0.52 0.00 1.14 -0.207
O -0.23 -0.96 0.14 -0.608
C 0.50 1.15 1.06 -1.020
H -1.52 0.42 0.97 0.168
H -0.50 -0.62 2.06 0.292
H -0.10 -0.47 -0.84 0.325
H 1.48 0.74 0.86 0.262
H 0.12 1.76 0.24 0.279
H 0.44 1.76 1.97 0.339

***

No. 5
58
Properties=species:S:1:pos:R:3:mulliken_charge:R:1 method="wB97M-V/def2-TZVPD" charge=+1 molar_mass_g_mol=1022.40 max_force_ha_per_bohr=0.0127 e_homo_ha="-0.422 / -0.422" e_above_lowest_kcal_mol=3.53 lumo_ev="-5.14 / -5.14" orbital_gap_ev="6.336 / 6.337"
W -2.28 0.31 0.07 1.129
I -2.08 -2.81 -0.61 0.341
C -0.46 -3.75 0.28 0.310
C -0.71 -4.96 0.86 -0.665
C 0.35 -5.76 1.31 -0.807
C 1.63 -5.35 1.10 -0.883
C 1.91 -4.10 0.50 0.753
C 3.25 -3.75 0.23 -0.796
C 3.56 -2.57 -0.38 -1.200
C 2.53 -1.66 -0.64 -0.552
C 1.20 -1.92 -0.36 0.538
P 0.28 -0.32 -0.42 1.110
C 1.21 0.63 0.82 0.813
C 1.22 2.03 0.80 -0.309
C 1.83 2.73 1.83 -1.010
C 2.39 2.05 2.90 -0.772
C 2.35 0.67 2.94 -0.687
C 1.76 -0.04 1.90 -0.574
C 0.72 0.27 -2.09 0.846
C 1.52 1.38 -2.34 -0.231
C 1.82 1.73 -3.65 -0.774
C 1.36 0.96 -4.71 -0.748
C 0.59 -0.17 -4.46 -0.676
C 0.27 -0.52 -3.16 -0.585
C 0.85 -3.22 0.14 0.351
H -1.73 -5.31 0.95 0.473
H 0.14 -6.71 1.78 0.415
H 2.47 -5.98 1.38 0.405
H 4.03 -4.45 0.50 0.418
H 4.58 -2.32 -0.63 0.446
H 2.81 -0.69 -1.03 0.362
H 0.74 2.58 0.01 0.248
H 1.85 3.81 1.80 0.471
H 2.86 2.60 3.71 0.414
H 2.77 0.13 3.78 0.466
H 1.74 -1.13 1.95 0.376
H 1.91 1.97 -1.53 0.580
H 2.44 2.60 -3.84 0.473
H 1.60 1.24 -5.72 0.420
H 0.25 -0.79 -5.28 0.471
H -0.30 -1.43 -2.97 0.344
Cl -1.22 3.42 -1.51 -0.124
C -2.49 3.51 -0.32 0.829
C -2.95 2.36 0.33 -0.715
C -3.89 2.58 1.34 0.794
Cl -4.38 1.22 2.29 -0.099
C -4.44 3.82 1.63 -0.410
Cl -5.62 3.98 2.86 -0.163
C -3.99 4.93 0.92 0.562
Cl -4.65 6.48 1.25 -0.153
C -3.00 4.78 -0.05 -0.377
Cl -2.43 6.16 -0.89 -0.164
O -1.28 1.10 1.87 -0.204
N -1.38 0.07 2.59 0.139
O -1.82 -0.88 1.89 -0.349
Se -2.55 0.54 -2.12 0.166
C -4.08 -0.73 0.10 0.138
N -5.10 -1.29 0.12 -0.573

***

No. 6
21
Properties=species:S:1:pos:R:3:mulliken_charge:R:1 method="wB97M-V/def2-TZVPD" smiles=O.O.O.O.O.O.O molar_mass_g_mol=126.10 max_force_ha_per_bohr=0.0527 e_homo_ha=-0.403 e_above_lowest_kcal_mol=40.54 lumo_ev=0.04 orbital_gap_ev=11.011
O 0.28 -0.33 0.97 -0.659
H 0.48 0.60 1.10 0.278
H 0.80 -0.58 0.17 0.464
O 2.93 1.40 -0.47 -0.578
H 2.56 0.65 -0.93 0.323
H 3.46 1.76 -1.18 0.316
O -2.50 1.01 2.71 -0.666
H -1.68 1.05 2.21 0.384
H -3.01 0.21 2.55 0.312
O -0.49 2.58 1.57 -0.688
H 0.41 2.92 1.32 0.321
H -0.83 3.14 2.28 0.317
O -0.14 -2.77 -2.12 -0.688
H -0.77 -2.20 -1.66 0.364
H -0.20 -2.45 -3.01 0.333
O -2.06 -1.80 -0.27 -0.724
H -1.41 -1.38 0.36 0.377
H -2.30 -1.04 -0.84 0.345
O 1.73 -0.94 -1.28 -0.789
H 1.02 -1.58 -1.42 0.326
H 1.74 -0.26 -2.05 0.332